(1)
The following is a DFT calculation (wB97M-V/def2-TZVPD) of a 9-piece molecular cluster, C10H38N6O9 overall at a distorted geometry.

```
63
Properties=species:S:1:pos:R:3:nbo_charge:R:1
C 4.25565 -1.12331 -0.25649 -0.6242
C 2.90502 -0.78497 0.25779 -0.0613
O 2.20867 0.19088 -0.49610 -0.7687
H 4.88893 -0.26136 -0.45843 0.2145
H 4.09241 -1.62770 -1.18924 0.1994
H 4.65698 -1.92220 0.36940 0.2189
H 2.77657 -0.47325 1.25900 0.1624
H 2.33686 -1.69240 0.10259 0.1557
H 1.48323 0.52890 -0.01302 0.4788
C 0.06820 -2.34991 -1.93863 0.7852
O -0.19843 -1.70333 -0.69541 -0.8539
N -0.04801 -1.72119 -3.07155 -0.8261
N 0.30262 -3.62721 -1.98049 -0.7992
H -0.19151 -0.69415 -2.96723 0.4370
H -0.06887 -2.13116 -3.97284 0.3948
H 0.42115 -4.13946 -1.10415 0.4315
H 0.40619 -4.19883 -2.88711 0.4059
C -0.73279 1.62579 -3.58822 0.7587
O -1.97541 2.24708 -3.30812 -0.7576
N -0.04268 0.95134 -2.68119 -0.8915
N -0.33729 1.37676 -4.75441 -0.7958
H -0.46842 1.24935 -1.71466 0.4432
H 0.99773 0.77266 -2.79567 0.4238
H -0.92686 1.73452 -5.50735 0.4102
H 0.60300 1.36764 -4.97426 0.3876
C -0.66312 1.63140 0.66024 0.7991
O -0.61787 2.86447 1.36484 -0.7954
N 0.06092 0.57255 1.06105 -0.8745
N -1.43060 1.42928 -0.41993 -0.8563
H 0.48656 0.72619 1.94867 0.4442
H 0.15030 -0.30050 0.55884 0.4479
H -1.97671 2.19919 -0.69876 0.4337
H -1.79717 0.55642 -0.79105 0.4566
C 1.11336 5.08168 0.01123 -0.2472
O 1.44425 4.61763 1.27904 -0.7292
H 0.29087 5.79945 -0.04880 0.1533
H 0.91451 4.36561 -0.80215 0.1445
H 1.92054 5.59421 -0.47014 0.1633
H 0.62738 4.18554 1.54248 0.5022
C -4.55886 -0.36673 -1.38203 -0.2500
O -3.29773 -0.83794 -1.15276 -0.7392
H -4.44902 0.26336 -2.29833 0.1821
H -4.98484 0.10919 -0.47435 0.1857
H -5.20789 -1.19880 -1.53337 0.1632
H -3.07114 -1.52353 -1.75909 0.4758
C 0.93062 -2.71239 2.63127 -0.2538
O 1.68500 -3.78507 3.18537 -0.7284
H 1.32232 -1.77570 3.10139 0.1482
H -0.12108 -2.79741 2.90345 0.1792
H 0.93485 -2.74134 1.54866 0.1911
H 1.83147 -3.52694 4.13676 0.4591
C -2.33913 -1.61383 1.77324 -0.2623
O -1.86762 -2.82590 1.12214 -0.7565
H -2.59524 -1.97010 2.81478 0.1687
H -3.18729 -1.19147 1.33589 0.1728
H -1.49321 -0.93307 1.81448 0.1717
H -1.50815 -2.45283 0.34061 0.4854
C 0.41900 1.69090 4.25170 -0.2785
O 1.14366 0.79925 3.44592 -0.7435
H -0.44092 1.23398 4.68329 0.1675
H 0.04698 2.56551 3.65837 0.2244
H 0.98688 2.22967 5.03069 0.1749
H 1.88518 0.44363 3.99214 0.4907
```

The SMILES is NC(N)=O.NC(N)=O.NC(N)=O.CCO.CO.CO.CO.CO.CO. Its total charge is 0. Its spin multiplicity is 1. The HOMO energy is -8.99 eV. The energy above the lowest of the compared OMol25 structures with the same formula, charge and spin is 129.2 kJ/mol.

(2)
The following is a DFT calculation (wB97M-V/def2-TZVPD) of a 2-piece molecular cluster, C5H13N2 overall at a distorted geometry.

```
20
Properties=species:S:1:pos:R:3:nbo_charge:R:1
C -0.25725 0.07902 2.58239 -0.4468
C -2.07074 0.58664 1.17972 0.0493
N -1.28040 -0.30243 1.60389 -0.4560
H -0.55002 0.94357 3.18266 0.2159
H 0.65213 0.38203 2.06182 0.2190
H -0.03970 -0.77222 3.22133 0.2244
H -2.51222 0.56635 0.18550 0.1861
H -2.27576 1.48611 1.76514 0.1807
C 1.37408 1.17111 -2.41156 -0.6479
C 0.49917 0.27243 -1.60834 -0.1316
C 0.94162 -0.78037 -0.94434 -0.0958
N 0.02356 -1.68256 -0.23882 -0.7462
H 2.40091 0.80987 -2.40878 0.2280
H 1.04196 1.19547 -3.44996 0.2455
H 1.33219 2.19870 -2.05224 0.2418
H -0.56125 0.50393 -1.54611 0.1972
H 1.98770 -1.04875 -0.94114 0.2260
H -0.52181 -1.10676 0.58981 0.4479
H -0.70713 -2.00273 -0.87300 0.4286
H 0.52296 -2.49941 0.10203 0.4340
```

Its total charge is +1. Its spin multiplicity is 1. The HOMO energy is -13.90 eV. The energy above the lowest of the compared OMol25 structures with the same formula, charge and spin is 252.0 kJ/mol.

(3)
The following is a DFT calculation (wB97M-V/def2-TZVPD) of a 2-piece molecular cluster, C5H11N2 overall at a distorted geometry.

```
18
Properties=species:S:1:pos:R:3:nbo_charge:R:1
C -0.59134 -2.17046 -1.00090 -0.4591
C -2.54696 -1.08913 -1.58552 -0.0574
N -1.90289 -1.64574 -0.65462 -0.3993
H 0.24089 -1.61276 -0.56193 0.1814
H -0.34155 -2.21638 -2.07106 0.1848
H -0.52034 -3.18904 -0.62840 0.2273
H -3.58770 -0.82460 -1.42857 0.1874
H -2.12246 -0.84189 -2.56562 0.1453
C 0.49827 0.99323 0.87913 -0.0813
C 0.08564 1.15303 -0.37250 -0.2824
C 2.18223 1.64332 2.46073 0.1134
N 1.63752 1.73577 1.30548 -0.3929
H 0.10706 0.37515 1.67489 0.2404
H 0.66616 1.74331 -1.07061 0.2157
H -0.74792 0.57773 -0.74739 0.2591
H 3.05075 2.25193 2.66784 0.2417
H 1.75476 0.93477 3.15842 0.2318
H 2.13787 2.18174 0.54063 0.4444
```

Its total charge is +1. Its spin multiplicity is 1. The HOMO energy is -12.71 eV. The energy above the lowest of the compared OMol25 structures with the same formula, charge and spin is 278.7 kJ/mol.

(4)
The following is a DFT calculation (wB97M-V/def2-TZVPD) of one molecule with the formula C5H13NOS at a distorted geometry.

```
21
Properties=species:S:1:pos:R:3:nbo_charge:R:1
C 0.06996 -0.03604 -1.52556 -0.4439
C -1.30972 -0.57601 -1.03383 -0.5177
S -2.55732 -0.90124 -2.32283 -0.0501
C 0.66801 1.09417 -0.71607 -0.2195
N 0.54204 1.02272 0.74341 -0.6256
C 1.02420 -0.17412 1.36322 -0.2649
C 1.42314 0.07364 2.82722 -0.0649
O 2.83242 0.37364 2.91944 -0.7360
H 0.75950 -0.88800 -1.53071 0.2029
H 0.00155 0.22612 -2.58264 0.2244
H -1.69442 0.03944 -0.24303 0.2116
H -1.11151 -1.62775 -0.82735 0.2268
H -3.07822 0.35032 -2.54275 0.1198
H 0.29480 2.07349 -1.02443 0.1972
H 1.74504 1.15328 -0.91299 0.1964
H -0.41984 1.23257 0.99621 0.3483
H 0.43260 -1.10292 1.33784 0.1684
H 1.97226 -0.37835 0.84343 0.2090
H 0.83724 0.89946 3.23381 0.1696
H 1.37562 -0.81677 3.45002 0.1789
H 2.98972 1.31024 2.92177 0.4693
```

The SMILES is OCCNCCCS. Its total charge is 0. Its spin multiplicity is 1. The HOMO energy is -8.90 eV. The energy above the lowest of the compared OMol25 structures with the same formula, charge and spin is 147.4 kJ/mol.

(5)
The following is a DFT calculation (wB97M-V/def2-TZVPD) of C9H24FeN4S3 as an isolated structure at a distorted geometry.

```
41
Properties=species:S:1:pos:R:3:nbo_charge:R:1
Fe -0.72750 -0.71232 0.20495 1.0064
S -1.79382 1.29893 -0.38431 0.2090
S 1.59864 -1.59405 -0.22788 0.2265
C -3.41759 1.18860 0.44112 -0.7264
C -2.34410 0.87049 -2.07927 -0.5215
C -2.04356 -0.59241 -2.38660 -0.2345
N -0.68601 -0.87034 -1.95979 -0.6934
C -0.20438 -2.22600 -2.22832 -0.2333
C 1.28998 -2.27729 -1.89104 -0.5271
H -1.79282 1.52687 -2.75730 0.2485
H -3.40937 1.10507 -2.15532 0.2684
H -2.15580 -0.86580 -3.44740 0.2318
H -2.69396 -1.26460 -1.81852 0.2006
H -0.44440 -2.50870 -3.26849 0.2289
H -0.78903 -2.88849 -1.57566 0.2012
H 1.84817 -1.65902 -2.59982 0.2464
H 1.67775 -3.30161 -1.92759 0.2663
C 1.81040 -3.17819 0.61412 -0.7397
H -0.04463 -0.19846 -2.38201 0.3943
H 0.91682 -3.81089 0.57352 0.2224
H 2.07973 -3.00549 1.65805 0.2353
H 2.64754 -3.66623 0.11051 0.2593
H -3.27908 1.47095 1.49140 0.2413
H -3.84670 0.17957 0.38268 0.2308
H -4.05297 1.93099 -0.06250 0.2596
C 1.51104 1.66131 -1.26032 -0.3811
C 1.49087 1.77906 0.07080 -0.3978
H 0.69955 2.10603 -1.86681 0.2051
H 2.13642 0.89286 -1.74758 0.2073
H 0.70598 2.37767 0.59121 0.2036
H 2.12600 1.14413 0.72768 0.1936
N -0.10427 0.01025 2.12493 -0.7047
N -0.27677 -1.10769 3.04100 -0.4287
C -0.80940 -2.17955 2.41726 0.3448
N -0.70270 -3.36759 3.02011 -0.7182
S -1.84985 -2.17351 1.02245 -0.1541
H -0.83643 0.72435 2.30691 0.3942
H 0.79137 0.52472 2.31239 0.4298
H 0.40900 -1.22982 3.80390 0.4341
H -1.13616 -4.16565 2.59515 0.4447
H -0.28989 -3.46528 3.93607 0.4261
```

Its total charge is +2. Its spin multiplicity is 5. The HOMO energy (spin up / spin down) is -14.97 / -15.77 eV.

(6)
The following is a DFT calculation (wB97M-V/def2-TZVPD) of a 2-piece molecular cluster, C3H11NS overall.

```
16
Properties=species:S:1:pos:R:3:nbo_charge:R:1
C -1.67818 -1.35383 1.44086 -0.4121
N -1.12695 -1.34823 2.80388 -0.8427
H -2.18841 -0.40775 1.26485 0.1870
H -2.36311 -2.18790 1.32420 0.1850
H -0.93361 -1.46914 0.65790 0.1760
H -0.15064 -1.61240 2.83914 0.3553
H -1.19804 -0.42252 3.19844 0.3528
C -0.22890 0.54228 -1.63431 -0.7493
S 1.31904 0.46406 -2.55279 0.1677
C 2.39722 1.41286 -1.42408 -0.7342
H -0.63797 1.55694 -1.61044 0.2127
H -0.06657 0.17899 -0.61348 0.2091
H -0.93698 -0.17727 -2.05009 0.2329
H 3.18961 0.76441 -1.07956 0.2202
H 2.81315 2.26556 -1.95515 0.2206
H 1.79034 1.79394 -0.60939 0.2189
```

The SMILES is CSC.CN. Its total charge is 0. Its spin multiplicity is 1. The HOMO energy is -8.53 eV. The energy above the lowest of the compared OMol25 structures with the same formula, charge and spin is 61.8 kJ/mol.

Looking at total energy for the records above, in order, we have -1409.35252, -307.52565, -306.27733, -726.44497, -3034.03174, -573.80799 Ha.